Record 1
A gas-phase ion, ClHNO2S (charge -1) at a distorted geometry. Source: OMol25; level of theory: ωB97M-V/def2-TZVPD.

Results
SMILES: N=[S@](=O)([O-])Cl
E_LUMO: 3.76 eV
charge: -1
energy relative to the best compared isomer or geometry (same formula, charge and spin): 24.1 kcal per mole
E_HOMO: -0.17611 hartree
HOMO-LUMO gap: 8.56 eV

Geometry as XYZ:
```
6
ClHNO2S, DFT ωB97M-V/def2-TZVPD
S -0.1686 -0.2452 -0.1526
O -0.1922 -0.4218 -1.5774
N 1.1760 -0.2114 0.6237
O -1.1013 -1.4044 0.5258
H 1.6704 0.7242 0.5585
Cl -1.3843 1.5585 0.0220
```

Just the Löwdin charges please, in e? Sure, here they are:
1. S 0.23
2. O -0.47
3. N -0.30
4. O -0.54
5. H 0.00
6. Cl 0.08

=====

Record 2
A molecular structure, C49H61ClIN6O6P2PbS at a distorted geometry. Source: OMol25; level of theory: ωB97M-V/def2-TZVPD.

Results
E_LUMO: 1.54 eV
charge: -1
energy relative to the best compared isomer or geometry (same formula, charge and spin): 8.3 kcal per mole
E_HOMO: -0.18041 hartree
HOMO-LUMO gap: 6.45 eV

Geometry as XYZ:
```
128
C49H61ClIN6O6P2PbS, DFT ωB97M-V/def2-TZVPD
H 1.4420 2.9089 -4.0010
N -1.4022 0.8306 1.8656
C -4.5398 -1.9021 -1.4617
H -5.4018 2.3974 0.3041
C 0.1978 4.9299 2.2435
C -4.3925 2.7250 0.5345
C 8.4602 -0.8551 0.9426
H -4.4576 2.3494 -2.2757
C 1.8209 2.1804 2.9405
C -0.8905 -2.3190 -5.5125
H -5.9857 1.2401 -1.4477
P -3.1587 0.2635 -0.3162
C -0.5453 -3.0560 2.3116
C 6.3001 -1.6138 0.3761
C 7.0924 -0.6165 0.9471
H -2.1696 -5.4481 -0.7943
N 8.9881 -1.9285 0.3852
H 2.9087 1.7692 4.7389
C -3.4887 2.5926 -1.8479
Cl -1.5268 -4.9177 -5.8069
C -0.5439 4.1995 1.1261
H -4.4585 0.0636 5.1768
C 1.8512 3.1697 -0.3796
H 2.1707 -2.3514 -1.5930
C -0.0321 0.3559 3.8548
H 3.7956 4.0666 -0.3490
H -2.3508 1.0136 4.3973
N 6.8426 -2.7111 -0.1466
C 2.7416 -0.6724 1.1106
C -4.7518 -0.6240 1.8886
H 6.6694 0.2945 1.3440
H -6.6339 -0.3315 -1.8820
C -0.6225 -5.4952 2.6015
H -0.7200 -0.3999 4.1966
H 0.0965 5.5466 -0.4319
C -1.0286 -2.3500 -2.7172
C -4.1960 -0.0131 4.1304
S 8.8707 -4.4315 -0.6547
C 4.1300 -2.1242 -0.7166
C -1.7688 -3.0221 3.2040
O 10.1553 -4.1326 -1.2621
H -0.8594 -2.2900 -6.5921
H 2.5948 1.1941 -0.8403
H -5.9795 -1.0860 3.5816
O -0.4283 -0.0384 -2.7441
H 1.8869 -5.0688 1.7698
O -0.5092 3.3573 -2.3942
P 0.2907 2.6014 0.5240
H -1.8193 4.4704 -4.8091
C -1.8418 -4.5975 -1.3733
H -1.7594 -3.2537 0.3179
H 3.6269 2.7120 0.7588
H -0.8040 5.8378 -4.3422
H -5.3880 -2.2611 -2.0461
C -0.3040 3.9759 -3.4063
H -2.3681 2.4747 -0.0525
H -1.4929 -3.3089 4.2180
C 1.1070 0.6071 4.5875
H 1.3056 1.7471 -1.9115
C -0.8328 5.1537 -0.0251
H -5.4493 -1.0778 1.2007
H 2.1383 -0.1424 1.8309
C -0.6362 -1.1805 -4.7742
C -1.3084 4.9491 -3.9758
C 8.1580 -2.8164 -0.1444
H -1.3586 4.6408 -0.8230
C -1.2024 -3.4925 -4.8639
C -3.5830 -0.0443 1.4234
I -0.2491 0.6379 -5.7574
H -2.5467 -3.7012 2.8632
H -1.4956 3.8352 1.5391
C 4.1103 -0.7816 1.2626
H -0.4078 5.7654 2.5986
H 0.9020 -4.8953 0.2989
H -2.0431 5.2269 -3.2251
N -1.1734 -2.3129 -1.3822
O -0.0497 -2.0418 1.8443
C -1.5892 -3.3749 -0.7395
H -3.3702 3.6728 -1.8972
H -4.3584 3.8116 0.4666
C 0.6961 1.9192 2.1716
H -4.6109 -2.3150 -0.4574
C 0.9723 3.8674 -4.1931
H -4.1982 -0.0450 -2.4398
H 1.4892 4.0269 -0.9560
H -3.6315 -2.2777 -1.9221
O 7.8986 -5.0293 -1.5549
C -0.2977 1.0282 2.6516
C -1.2944 -3.5381 -3.4624
C 2.1956 2.0563 -1.3674
H 4.6656 -2.7287 -1.4319
H 1.1477 5.3262 1.8904
H 1.6491 4.6570 -3.8683
C -5.0575 -0.6398 3.2400
H -1.6336 -5.6451 2.2131
H 0.7917 3.9781 -5.2570
C -1.6793 -4.6811 -2.7302
H -1.4364 5.9960 0.3128
C -0.6642 -1.1130 -3.3714
H 2.5536 2.8919 2.6092
N 2.0859 -1.1948 0.0821
H 1.2707 0.0754 5.5145
H 4.5955 -0.3119 2.1044
H -2.7121 2.1413 -2.4618
C 4.8374 -1.5017 0.3153
C -2.9996 0.5100 3.6963
H -6.2743 0.0402 -0.1999
H -0.6706 -5.4757 3.6926
H 2.9328 4.2957 1.1607
C 3.1193 3.5865 0.3593
C 2.0284 1.5475 4.1530
H -1.8645 -5.6037 -3.2596
C 1.1545 -4.4407 1.2604
H 9.1564 -0.1544 1.3937
H 0.3861 4.2689 3.0863
C -4.5306 -0.3739 -1.4454
O 8.9360 -5.0468 0.6696
C -2.5962 0.4232 2.3441
C 2.7645 -1.9251 -0.7947
N -0.0296 -4.2860 2.0788
H 2.9477 2.3932 -2.0796
Pb -0.4176 -0.1348 -0.2695
H 1.5779 -3.4562 1.0816
C -3.3464 2.1298 -0.4021
H -4.1730 2.4456 1.5617
H -0.0138 -6.3438 2.2986
C -5.9362 0.1809 -1.2201
H -2.1642 -2.0093 3.2128
```

Löwdin population analysis, charges in e, atoms 1 to 6:
1. H 0.05
2. N -0.11
3. C -0.11
4. H 0.06
5. C -0.11
6. C -0.09

=====

Record 3
A single CH2N2S3 molecule at a distorted geometry. Source: OMol25; level of theory: ωB97M-V/def2-TZVPD.

Results
E_LUMO (spin up / spin down): 0.29 / -2.20 eV
charge: 0
spin multiplicity: 3
<S²>: 2.010
energy relative to the best compared isomer or geometry (same formula, charge and spin): 0.0 kcal per mole
E_HOMO (spin up / spin down): -0.29392 / -0.33241 hartree
HOMO-LUMO gap (spin up / spin down): 8.29 / 6.85 eV

Geometry as XYZ:
```
8
CH2N2S3, DFT ωB97M-V/def2-TZVPD
S 0.3126 3.9061 -0.1475
S 1.3078 2.3027 -0.6052
C -0.1663 -0.3178 -0.3752
S 0.8939 0.7396 0.6645
N -0.2651 -2.4118 0.6955
N -0.5409 -1.4480 -0.0236
H -0.4739 0.1190 -1.3048
H -1.0682 -2.8899 1.0962
```

Löwdin population analysis, charges in e, atoms 1 to 6:
1. S 0.09
2. S -0.05
3. C -0.51
4. S 0.45
5. N 0.08
6. N -0.18

=====

Record 4
A molecular structure, C19H30MoNO8SSi at a distorted geometry. Source: OMol25; level of theory: ωB97M-V/def2-TZVPD.

Results
E_LUMO (spin up / spin down): -5.12 / -5.15 eV
charge: +1
spin multiplicity: 3
<S²>: 2.017
energy relative to the best compared isomer or geometry (same formula, charge and spin): 35.0 kcal per mole
E_HOMO (spin up / spin down): -0.42884 / -0.46074 hartree
HOMO-LUMO gap (spin up / spin down): 6.55 / 7.39 eV

Geometry as XYZ:
```
61
C19H30MoNO8SSi, DFT ωB97M-V/def2-TZVPD
O 0.9733 3.4580 -4.6328
H -0.6511 -3.6330 3.8044
H 2.1237 -2.8669 2.6304
H -3.8188 2.7651 1.5177
C -0.5004 -2.6145 3.4474
H 2.4976 3.6432 2.5750
N 0.9941 -0.0034 -4.6641
C -0.9281 -3.2415 1.0503
C 1.3978 -3.3714 1.9919
O 0.4113 1.7772 -3.2232
H -1.8541 -2.6625 1.0483
O 0.2612 1.4033 1.5436
C 1.1609 -1.1700 -5.2988
H -5.1182 0.8193 2.7296
H 3.6166 1.5715 1.4211
C 2.6230 1.3028 1.0624
S -0.9005 0.0250 -0.8861
H 1.2694 -4.3945 2.3443
Mo 0.2020 0.0256 -2.8090
H -2.5277 0.7375 4.4120
H -0.5144 -3.2420 0.0405
C 1.5698 1.7667 2.0606
C 0.7640 -2.2959 -4.3789
O 0.3673 -1.2745 1.6150
H -1.1577 -4.2668 1.3392
O 0.3430 -1.7440 -3.2053
H -3.3529 1.5795 0.2844
C 1.5494 3.2835 2.1760
H 2.7066 1.4828 3.8712
H 2.4569 1.7771 0.0932
H 2.5728 0.2188 0.9421
O 0.7792 -3.4526 -4.6233
O 2.1814 0.0287 -8.5560
H 0.1894 -2.1050 4.1227
H 1.7850 -3.3934 0.9727
H 1.6929 -2.2085 -7.0739
Si -0.5231 0.0243 1.3681
C -3.0091 0.9375 2.3184
O -1.9916 -0.0494 1.9785
C 1.5925 1.1854 -6.6261
H 1.8443 0.0339 3.3239
H 0.9515 1.3602 4.0887
H 1.7378 2.1216 -7.1484
C 0.8684 2.3053 -4.4000
H -4.5708 -0.2463 1.4197
C 0.0665 -2.6374 2.0330
C 1.1966 1.1536 -5.3182
C 1.5692 -1.2390 -6.6072
H 1.3813 3.7307 1.1959
H -3.4113 2.2197 4.0043
H -4.2166 -0.6622 3.1043
C 1.7827 1.1178 3.4234
C 1.7970 -0.0367 -7.2929
H -1.6916 2.0724 3.5959
H 0.7437 3.5951 2.8412
C -3.0758 2.0164 1.2447
H 2.3083 -0.8388 -8.9607
H -1.4552 -2.0902 3.4638
C -4.3146 0.1623 2.3977
H -2.1080 2.5086 1.1370
C -2.6363 1.5301 3.6706
```

Löwdin population analysis, charges in e, atoms 1 to 6:
1. O 0.22
2. H 0.10
3. H 0.09
4. H 0.10
5. C -0.02
6. H 0.09